Below is a molecular structure, C28H33N4OPtS2Te, with properties calculated with ωB97M-V with the def2-TZVPD basis set.

## Properties
**LUMO (alpha / beta)**: 0.272 / -2.199 eV
**Energy relative to the best compared isomer or geometry (same formula, charge and spin)**: 9.25 kcal/mol
**Largest force on an atom**: 0.0167 Eh/bohr
**Total charge**: 0
**Spin multiplicity**: 4
**HOMO-LUMO gap (alpha / beta)**: 0.2344 / 0.2070 Eh

```
70
Properties=species:S:1:pos:R:3:forces:R:3
Pt -0.0845 -2.0609 -2.2354 -0.175 -0.611 -0.574
C 1.0040 2.0531 -5.3675 -0.028 0.065 -0.025
S 2.3222 0.8458 -5.1629 -0.044 -0.078 0.030
C 1.5301 -0.4416 -4.2576 0.194 0.299 -0.198
S -0.0998 -0.2503 -3.6516 -0.147 -0.019 0.273
N 2.2254 -1.5057 -4.1014 -0.423 -0.363 0.385
N 1.5762 -2.4189 -3.2995 0.323 0.310 -0.239
C 2.0312 -3.6667 -3.2828 0.005 -0.153 -0.044
C 1.2494 -4.5964 -2.5927 -0.045 0.115 -0.063
C 1.5842 -5.9556 -2.4066 -0.009 -0.058 -0.011
C 0.6705 -6.8036 -1.8562 0.018 -0.079 0.022
C -0.6004 -6.3132 -1.4861 -0.046 -0.089 -0.005
C -0.8707 -4.9811 -1.6278 0.311 0.281 -0.106
N 0.0400 -4.1138 -2.1351 -0.095 -0.307 0.416
H 1.4365 2.8417 -5.9829 -0.012 -0.015 0.020
H 0.6920 2.4761 -4.4151 0.005 -0.014 0.003
H 0.1481 1.6294 -5.8879 0.005 -0.008 -0.002
H 2.9278 -3.9169 -3.8320 0.016 0.019 0.054
H 2.5618 -6.2990 -2.7200 -0.039 0.011 -0.010
H 0.9160 -7.8486 -1.7132 -0.023 0.027 -0.009
H -1.3678 -6.9655 -1.0930 0.056 0.016 0.001
H -1.8174 -4.5520 -1.3394 -0.049 -0.008 -0.015
C -2.1993 -2.3540 1.5448 0.059 0.068 0.143
C -2.2059 -2.5094 0.0467 0.301 0.560 -0.357
O -3.0624 -3.1799 -0.5063 -0.034 -0.122 -0.183
N -1.2578 -1.7979 -0.6701 -0.217 -0.348 0.262
Te 0.0877 0.0028 0.1561 -0.062 0.663 -0.068
C 1.5437 1.1620 1.2285 0.066 -0.163 0.262
C 1.6773 2.5153 0.9095 -0.017 0.122 0.066
C 0.7791 3.2453 -0.0645 0.052 -0.026 0.061
C 2.6824 3.2454 1.5475 -0.003 0.029 -0.042
C 3.5493 2.6657 2.4597 0.033 0.014 0.042
C 4.6103 3.4824 3.1538 -0.028 -0.036 -0.032
C 3.4119 1.3058 2.7259 0.036 -0.008 0.042
C 2.4243 0.5374 2.1226 0.091 0.102 0.001
C 2.3556 -0.9380 2.4351 -0.022 0.063 -0.051
C -1.5803 1.1366 0.8449 0.101 -0.168 0.296
C -2.5082 1.5822 -0.1001 -0.077 0.084 -0.099
C -2.3807 1.2795 -1.5714 0.021 0.104 0.089
C -3.5773 2.3670 0.3286 -0.017 -0.004 -0.108
C -3.7510 2.7164 1.6587 -0.041 0.024 -0.002
C -4.9223 3.5534 2.1059 0.037 -0.033 -0.017
C -2.8284 2.2389 2.5786 0.045 -0.012 0.026
C -1.7452 1.4448 2.2076 -0.121 -0.049 0.037
C -0.8605 0.9428 3.3240 0.000 -0.016 -0.143
H -2.7931 -3.1528 1.9816 -0.019 0.011 0.008
H -2.6501 -1.3917 1.8039 0.023 -0.021 -0.006
H -1.1869 -2.3672 1.9488 -0.004 -0.015 -0.022
H 0.4678 2.6174 -0.9012 0.051 -0.038 0.025
H 1.2992 4.1111 -0.4762 -0.009 -0.006 0.047
H -0.1303 3.6001 0.4279 0.011 -0.039 0.002
H 2.7904 4.3003 1.3092 -0.004 -0.053 0.011
H 4.7854 4.4268 2.6383 -0.019 -0.029 -0.004
H 5.5567 2.9416 3.2030 -0.028 -0.001 -0.007
H 4.3139 3.7151 4.1793 -0.010 -0.016 -0.016
H 4.0989 0.8290 3.4199 -0.029 0.030 -0.030
H 3.0744 -1.2017 3.2101 -0.002 0.020 -0.005
H 2.5825 -1.5444 1.5549 -0.009 0.021 -0.022
H 1.3637 -1.2350 2.7801 -0.037 0.025 0.003
H -1.5258 1.8113 -1.9988 -0.010 -0.052 -0.002
H -3.2754 1.5998 -2.1035 0.001 0.009 -0.002
H -2.2372 0.2153 -1.7605 -0.027 0.021 0.049
H -4.2916 2.7157 -0.4112 0.021 -0.014 0.034
H -5.3811 4.0790 1.2685 0.033 -0.024 -0.002
H -4.6155 4.2935 2.8462 0.001 -0.018 -0.011
H -5.6924 2.9297 2.5663 0.032 0.000 -0.011
H -2.9578 2.4757 3.6313 0.004 0.000 -0.059
H -1.3938 1.0231 4.2706 0.028 -0.001 0.005
H 0.0666 1.5111 3.4059 0.003 0.031 -0.038
H -0.5858 -0.1037 3.1862 0.000 -0.032 -0.073
```
Forces are in eV/Å.

Atomic partial charges in e from the Mulliken method, atoms 1 to 5: 0.475 -0.809 -0.028 0.506 -0.392

Below is a molecular structure, CH2ClNOS2 in a non-equilibrium geometry, with properties calculated with ωB97M-V with the def2-TZVPD basis set.

## Properties
**LUMO**: 0.018 eV
**Energy relative to the best compared isomer or geometry (same formula, charge and spin)**: 40.32 kcal/mol
**Largest force on an atom**: 0.0824 Eh/bohr
**Total charge**: 0
**HOMO-LUMO gap**: 0.3252 Eh

```
8
Properties=species:S:1:pos:R:3:forces:R:3
C 0.2800 -0.1030 -2.1664 0.844 2.472 1.199
N 0.5066 1.2580 -0.8462 -1.076 -2.288 -3.399
O -0.5026 -0.0308 -3.0193 -0.169 0.065 0.636
S -0.5071 -0.1674 1.6185 0.380 1.525 1.058
S 1.0811 0.6716 0.5582 0.316 -0.459 1.115
Cl -0.9395 2.1795 -0.8096 0.105 0.216 -0.045
H 1.1817 -0.7343 -2.0847 -0.211 -0.003 0.529
H -0.5840 0.9609 2.4913 -0.189 -1.528 -1.092
```
Forces are in eV/Å.

Atomic partial charges in e from the Mulliken method, atoms 1 to 5: 0.233 -0.226 -0.272 -0.214 0.017

> What is the total charge in the second record?

0

> Among the records above, which one has the lowest largest force on an atom?

C28H33N4OPtS2Te

Please write out number 2 again, unchanged.
Below is a molecular structure, CH2ClNOS2 in a non-equilibrium geometry, with properties calculated with ωB97M-V with the def2-TZVPD basis set.

## Properties
**LUMO**: 0.018 eV
**Energy relative to the best compared isomer or geometry (same formula, charge and spin)**: 40.32 kcal/mol
**Largest force on an atom**: 0.0824 Eh/bohr
**Total charge**: 0
**HOMO-LUMO gap**: 0.3252 Eh

```
8
Properties=species:S:1:pos:R:3:forces:R:3
C 0.2800 -0.1030 -2.1664 0.844 2.472 1.199
N 0.5066 1.2580 -0.8462 -1.076 -2.288 -3.399
O -0.5026 -0.0308 -3.0193 -0.169 0.065 0.636
S -0.5071 -0.1674 1.6185 0.380 1.525 1.058
S 1.0811 0.6716 0.5582 0.316 -0.459 1.115
Cl -0.9395 2.1795 -0.8096 0.105 0.216 -0.045
H 1.1817 -0.7343 -2.0847 -0.211 -0.003 0.529
H -0.5840 0.9609 2.4913 -0.189 -1.528 -1.092
```
Forces are in eV/Å.

Atomic partial charges in e from the Mulliken method, atoms 1 to 5: 0.233 -0.226 -0.272 -0.214 0.017

> The highest energy relative to the best compared isomer or geometry (same formula, charge and spin) belongs to which entry?

CH2ClNOS2